# C58H143FeN27O18

C58H143FeN27O18 as an isolated structure in a non-equilibrium geometry (the ωB97M-V functional and the def2-TZVPD basis, the Open Molecules 2025 dataset).

Cartesian coordinates (Å):
Fe: 3.9152 -0.2077 -0.0283
O: 2.2627 1.1739 -0.1888
C: 1.0823 0.3382 -0.0260
C: 1.2628 -1.1506 -0.3928
O: 2.5327 -1.7839 -0.0663
H: 0.2509 0.7374 -0.6070
H: 0.7239 0.5209 0.9871
H: 1.2304 -1.2802 -1.4746
H: 0.3566 -1.6513 -0.0519
C: -5.1071 -5.8351 0.4854
C: -3.7799 -5.4673 -0.2569
C: -3.2419 -4.1244 0.3988
C: -1.8444 -3.7560 -0.1366
C: -0.8985 -4.9758 0.2160
C: -1.2631 -6.3907 -0.2902
N: -2.7354 -6.5611 -0.0971
O: -3.2253 -7.7501 -0.5037
C: -0.8291 -6.5289 -1.8154
C: -0.4859 -7.4181 0.4673
C: -4.0921 -5.1413 -1.7254
H: -5.0542 -5.8622 1.5738
H: -5.4002 -6.8590 0.2538
H: -5.9965 -5.3226 0.1188
H: -3.9064 -3.2972 0.1493
H: -3.2734 -4.2591 1.4800
H: -1.4758 -2.8574 0.3582
H: -1.6935 -3.5748 -1.2008
H: -0.7349 -5.1332 1.2821
H: 0.0667 -4.7591 -0.2417
H: -1.1121 -7.4847 -2.2565
H: -1.2550 -5.6588 -2.3149
H: 0.2161 -6.3780 -2.0853
H: 0.5811 -7.3487 0.2559
H: -0.6619 -7.4432 1.5427
H: -0.8509 -8.3485 0.0323
H: -4.4577 -5.9202 -2.3946
H: -3.2314 -4.7328 -2.2551
H: -4.8177 -4.3463 -1.8975
H: -3.1462 -8.2905 0.2858
C: -5.2672 -0.5740 -1.3359
C: -4.4551 0.7763 -1.3704
C: -3.2274 0.4415 -2.3184
C: -2.5334 1.6543 -2.8646
C: -3.4832 2.7229 -3.3994
C: -4.6000 3.1827 -2.4745
N: -5.2101 2.0004 -1.8444
O: -6.2231 2.2978 -1.0826
C: -4.0479 4.1396 -1.3765
C: -5.6700 4.0302 -3.3081
C: -3.7848 0.9869 0.0870
H: -6.1137 -0.6007 -0.6497
H: -4.7074 -1.5087 -1.3690
H: -5.8076 -0.5261 -2.2813
H: -2.5680 -0.3037 -1.8733
H: -3.6691 -0.0839 -3.1651
H: -1.7662 1.5487 -3.6316
H: -1.9457 2.1118 -2.0687
H: -3.6994 2.4896 -4.4419
H: -2.8652 3.6135 -3.5143
H: -4.7333 4.6401 -0.6925
H: -3.4816 3.6503 -0.5841
H: -3.3676 4.8863 -1.7862
H: -6.2683 3.4512 -4.0115
H: -6.3618 4.4689 -2.5890
H: -5.2129 4.8639 -3.8411
H: -4.4449 1.5905 0.7099
H: -2.8643 1.5668 0.0201
H: -3.4790 0.1814 0.7546
H: -6.8977 2.2448 -1.7636
C: -3.5316 -2.5026 3.4538
C: -3.2463 -2.1045 4.9503
C: -2.2712 -3.2182 5.5716
C: -0.8342 -2.9542 5.1130
C: -0.4582 -1.5426 5.3024
C: -1.2374 -0.4844 4.5996
N: -2.6307 -0.7771 4.9190
O: -3.4471 0.2203 4.3653
C: -0.7345 0.9121 5.0449
C: -0.9538 -0.5764 3.0510
C: -4.5776 -1.9313 5.6491
H: -2.8105 -2.4438 2.6385
H: -4.3514 -1.9372 3.0106
H: -3.9259 -3.5167 3.5188
H: -2.5041 -3.2111 6.6364
H: -2.5840 -4.1416 5.0841
H: -0.6936 -3.3690 4.1149
H: -0.0845 -3.5247 5.6612
H: 0.6031 -1.5841 5.0572
H: -0.4826 -1.2254 6.3450
H: -1.2978 1.7432 4.6206
H: -0.7374 1.0482 6.1264
H: 0.2533 1.1848 4.6735
H: -0.0048 -0.0610 2.9034
H: -0.8171 -1.6213 2.7724
H: -1.7503 -0.2008 2.4087
H: -4.3873 -1.5190 6.6400
H: -5.0166 -2.8956 5.9051
H: -5.3607 -1.3313 5.1857
H: -3.6922 -0.2278 3.5524
C: -4.1182 6.5181 6.1408
C: -3.7194 5.7869 4.8036
C: -5.0018 5.6263 4.0200
C: -4.8028 4.9590 2.6239
C: -3.9510 5.8941 1.8258
C: -2.6352 6.2292 2.5212
N: -2.8603 6.6496 3.9306
O: -1.7369 7.1815 4.6114
C: -1.6525 5.0548 2.3711
C: -2.2801 7.6187 1.8791
C: -3.0839 4.3765 5.2626
H: -3.2591 7.0464 6.5543
H: -4.6462 5.8431 6.8143
H: -4.8118 7.3448 5.9874
H: -5.6396 4.8595 4.4599
H: -5.5069 6.5865 3.9153
H: -5.7946 4.8342 2.1895
H: -4.3628 3.9619 2.6438
H: -4.6559 6.7166 1.7041
H: -3.7940 5.5881 0.7915
H: -1.4090 4.9567 1.3132
H: -0.7014 5.2127 2.8796
H: -2.0610 4.0955 2.6889
H: -2.1315 7.4554 0.8116
H: -3.0552 8.3460 2.1206
H: -1.3509 8.0925 2.1958
H: -3.3051 3.5417 4.5976
H: -3.4068 3.9227 6.1996
H: -2.0318 4.5465 5.4912
H: -1.0408 6.5207 4.6327
C: 1.2395 -0.5158 -6.2232
C: 0.4252 -1.7935 -5.9040
C: -0.5060 -1.5075 -4.6850
C: -1.4624 -2.6733 -4.3428
C: -2.2460 -3.0013 -5.5921
C: -1.4669 -3.2848 -6.9630
N: -0.4060 -2.2236 -7.1251
O: 0.3746 -2.3541 -8.2302
C: -0.9359 -4.7284 -6.8288
C: -2.4431 -3.0500 -8.1559
C: 1.4684 -2.8177 -5.5357
H: 0.6401 0.2651 -6.6912
H: 1.9819 -0.7999 -6.9690
H: 1.8414 -0.1152 -5.4075
H: 0.1066 -1.3386 -3.7994
H: -1.0533 -0.5879 -4.8923
H: -2.0339 -2.2555 -3.5139
H: -0.8829 -3.5255 -3.9877
H: -2.9492 -2.1912 -5.7854
H: -3.0139 -3.7546 -5.4162
H: -0.2420 -4.9518 -7.6392
H: -0.3807 -5.0243 -5.9388
H: -1.8056 -5.3835 -6.7784
H: -1.8612 -3.2674 -9.0515
H: -3.0334 -3.9653 -8.1129
H: -2.9633 -2.0931 -8.1983
H: 2.2055 -2.5119 -4.7932
H: 2.2274 -3.1495 -6.2443
H: 1.1164 -3.7073 -5.0135
H: 0.0471 -1.5770 -8.6890
C: 8.2349 -1.6813 -2.4456
O: 7.7635 -2.7382 -2.7102
N: 9.3618 -1.2710 -2.8679
N: 7.7244 -0.8699 -1.5947
H: 9.9867 -1.8952 -3.3578
H: 9.7980 -0.4544 -2.4642
H: 6.7567 -0.8686 -1.3056
H: 8.1995 0.0207 -1.5595
C: 2.6350 3.1487 -3.9859
O: 3.3012 3.1874 -5.0186
N: 2.3479 2.0164 -3.3659
N: 2.3258 4.2281 -3.3683
H: 1.8114 2.1475 -2.5203
H: 2.6494 1.1325 -3.7507
H: 2.5787 5.0848 -3.8397
H: 1.8245 4.2224 -2.4915
C: 6.0039 -2.5117 0.8614
O: 5.5236 -1.6346 0.1941
N: 6.4051 -3.6068 0.3291
N: 6.0153 -2.4610 2.1251
H: 6.3099 -3.5038 -0.6711
H: 6.9210 -4.3573 0.7657
H: 5.4929 -1.6802 2.4960
H: 6.1240 -3.3496 2.5926
C: 2.4174 4.6632 0.0827
O: 2.5904 5.8507 0.0770
N: 1.2586 4.1026 -0.0534
N: 3.2442 3.7911 -0.1148
H: 0.3258 4.4883 -0.0887
H: 1.3401 3.0977 -0.1127
H: 4.1641 4.1129 -0.3798
H: 2.9021 2.8716 -0.3549
C: 5.8089 2.2641 -0.6440
O: 5.4923 1.1536 -0.2513
N: 6.3634 3.2035 0.0536
N: 5.8894 2.5765 -1.9193
H: 6.3261 3.1569 1.0618
H: 6.9075 3.9716 -0.3126
H: 6.5382 3.3339 -2.0792
H: 5.7377 1.9408 -2.6894
C: 4.0169 0.8941 3.0419
O: 4.2370 0.2606 2.0354
N: 4.8658 1.1522 4.0033
N: 2.8305 1.3708 3.1958
H: 5.8260 0.9146 3.7995
H: 4.5021 1.5797 4.8430
H: 2.1595 1.0199 2.5275
H: 2.5728 1.9197 4.0035
C: 1.6182 3.8766 4.8298
O: 1.7958 2.8282 5.3648
N: 1.6308 4.3561 3.6442
N: 1.2366 4.9211 5.4904
H: 1.2286 5.2824 3.6255
H: 1.8097 3.7757 2.8372
H: 0.7032 4.8726 6.3467
H: 1.7018 5.8011 5.3193
C: 6.0326 5.5864 2.4328
O: 7.0043 5.9803 2.9578
N: 5.4179 4.4651 2.5973
N: 5.4193 6.3127 1.5644
H: 4.5100 4.3388 2.1732
H: 5.6335 3.8836 3.3945
H: 5.9267 7.1614 1.3589
H: 4.6916 5.9937 0.9408
C: 2.4505 -4.3270 2.7031
O: 2.5850 -4.9762 3.7539
N: 1.9963 -3.0864 2.6349
N: 2.8592 -4.6379 1.4976
H: 1.8206 -2.6734 3.5396
H: 1.8385 -2.5811 1.7747
H: 2.9011 -3.8021 0.9321
H: 3.4424 -5.4503 1.3560
C: 2.5635 -4.9406 -1.9675
O: 2.5496 -6.1085 -2.2955
N: 1.6246 -4.1183 -2.3805
N: 3.6036 -4.3238 -1.4500
H: 0.8043 -4.5928 -2.7300
H: 1.5619 -3.1502 -2.0994
H: 4.4996 -4.7772 -1.3410
H: 3.3868 -3.3866 -1.1422
C: 4.4108 -0.6265 -3.3148
O: 4.3987 -0.0882 -2.2460
N: 4.3513 0.0535 -4.3921
N: 4.5215 -1.9064 -3.3008
H: 4.6850 0.9986 -4.2673
H: 4.8136 -0.4909 -5.1063
H: 4.2533 -2.3911 -4.1454
H: 4.5349 -2.5524 -2.5245

Properties
strongest force on any atom: 10.7 eV/A
HOMO-LUMO gap (spin up / spin down): 7.5 / 7.2 eV
2S+1: 5
total energy: -6392.05002 a.u.
charge: 0
⟨S²⟩: 6.01